Below is the molecule C18H13ClN6O2 at a distorted geometry, with properties calculated with ωB97M-V/def2-TZVPD.

The geometry in XYZ format:
```
40
Properties=species:S:1:pos:R:3:forces:R:3:mulliken_charge:R:1
C 2.561063 -6.513581 -0.872434 -1.592 0.281 -0.324 -1.321
C 2.215685 -5.183134 -0.247808 -0.232 -0.129 -0.564 0.711
C 3.303276 -4.407212 0.076773 0.932 0.315 0.492 -0.354
C 3.097990 -3.167082 0.638765 -0.832 1.136 -0.552 -0.836
C 1.778441 -2.688565 0.695694 0.689 0.630 0.702 -0.133
C 0.751070 -3.504450 0.273252 1.106 0.025 -0.276 -0.117
N -0.553914 -3.058034 0.267212 -1.916 0.930 -0.737 -0.110
C -1.043019 -1.862148 -0.282366 0.991 -0.532 0.186 0.684
C -0.215924 -0.853610 -0.831684 0.771 -0.441 -0.197 -0.260
C -0.755839 0.361587 -1.231234 -1.818 -1.641 0.807 -0.088
O 0.064040 1.356799 -1.720062 -0.626 -0.446 0.451 -0.486
C -0.154927 2.616730 -1.216343 0.041 1.765 0.679 0.419
C -0.278004 3.677327 -2.142309 0.132 0.215 1.069 -0.380
C -0.412881 5.035101 -1.716035 0.372 -1.492 -0.769 -0.700
C -0.414651 5.269960 -0.375163 0.170 -0.576 1.633 0.516
Cl -0.636036 6.891255 0.168076 0.011 0.358 0.224 -0.212
C -0.226467 4.264715 0.599239 -0.335 -0.684 -0.958 -0.951
C -0.100612 2.908589 0.202206 -0.182 1.069 -1.129 0.699
C 0.137848 1.907420 1.216163 0.689 -1.752 1.185 0.230
N 0.408610 1.084911 2.007013 -0.717 1.906 -1.796 -0.531
N -2.076504 0.563579 -1.144070 -0.623 -0.032 0.435 -0.530
N -2.923846 -0.402709 -0.675419 2.150 0.412 -0.720 -0.543
C -2.446480 -1.594891 -0.290405 0.319 1.389 -0.470 0.299
C -3.469248 -2.567425 0.164947 -1.435 -1.020 1.194 0.538
N -4.785851 -2.254741 0.192089 0.276 2.692 -0.944 -0.475
O -3.233599 -3.673437 0.611707 2.019 -1.103 -0.097 -0.709
N 0.961580 -4.739196 -0.157437 -0.067 -0.873 -0.286 -0.512
H 3.012085 -6.327878 -1.852669 -0.086 -0.193 0.118 0.302
H 1.674870 -7.152261 -0.974551 0.206 0.236 -0.133 0.322
H 3.252883 -7.014485 -0.244188 0.803 -0.551 0.461 0.405
H 4.293879 -4.812685 -0.131972 -0.158 0.249 0.273 0.344
H 3.896470 -2.467996 0.888234 -0.032 -0.442 0.113 0.408
H 1.519953 -1.697851 1.093515 0.366 -0.461 -0.107 0.585
H -1.258054 -3.794999 0.354838 0.008 0.340 0.017 0.392
H 0.865322 -0.982137 -0.993985 -0.646 -0.150 0.414 0.579
H -0.209350 3.406925 -3.185027 -0.158 0.091 -0.100 0.437
H -0.460045 5.927091 -2.354242 -0.102 -0.852 -0.141 0.375
H -0.222688 4.524246 1.653417 0.064 -0.054 -0.195 0.462
H -5.332636 -2.833835 0.798475 -0.132 -0.080 0.068 0.272
H -4.970224 -1.252981 0.123267 -0.427 -0.535 -0.027 0.267
```
Positions in Å, forces in eV/Å.

## Properties
**Highest occupied orbital energy**: -0.3159 hartree
**HOMO-LUMO gap**: 8.3 eV
**Spin multiplicity**: 1
**Charge**: 0
**Structure (SMILES)**: Cc1cccc(Nc2cc(Oc3ccc(Cl)cc3C#N)nnc2C(N)=O)n1
**Electronic energy**: -44434.1743 eV
**Maximum force**: 2.87 eV Å⁻¹